Molecular formula: C71H185N11O27
Method: DFT, the ωB97M-V functional and the def2-TZVPD basis

Its molar mass is 1625.31 g mol⁻¹. The total energy comes out at -148278.9236 eV. As for the net charge: 0. As for the highest occupied orbital energy: -8.16 eV. The value obtained for the energy relative to the best compared isomer or geometry (same formula, charge and spin) is 0.0 kcal/mol.

Bonds (Å) are listed after each position.
Positions of all 294 atoms, in Å:
1 C 13.52 22.84 23.93  O2 1.409, H3 1.121, H4 1.092, H5 1.081
2 O 13.25 23.96 24.74  C1 1.409, H6 0.949
3 H 12.98 22.02 24.48  C1 1.121
4 H 12.97 23.04 23.01  C1 1.092
5 H 14.56 22.56 23.86  C1 1.081
6 H 13.37 24.80 24.31  O2 0.949
7 C 21.56 13.18 17.64  O8 1.362, H9 1.150, H10 1.096, H11 1.091
8 O 22.21 14.35 17.36  C7 1.362, H12 0.994
9 H 20.67 12.97 16.94  C7 1.150
10 H 22.15 12.26 17.69  C7 1.096
11 H 21.16 13.27 18.65  C7 1.091
12 H 22.73 14.34 16.51  O8 0.994
13 C 12.55 20.59 21.28  O14 1.375, H15 1.090, H16 1.112, H17 1.079
14 O 12.90 19.63 20.36  C13 1.375, H18 0.989
15 H 13.28 21.37 21.11  C13 1.090
16 H 11.48 20.90 21.24  C13 1.112
17 H 12.79 20.32 22.30  C13 1.079
18 H 12.15 19.01 20.19  O14 0.989
19 C 21.03 20.36 20.32  O20 1.402, H21 1.101, H22 1.138, H23 1.103
20 O 20.81 19.36 21.28  C19 1.402, H24 1.038
21 H 22.09 20.63 20.41  C19 1.101
22 H 20.75 20.13 19.25  C19 1.138
23 H 20.41 21.25 20.56  C19 1.103
24 H 19.91 18.91 21.03  O20 1.038
25 C 14.78 15.19 14.24  O26 1.393, H27 1.096, H28 1.077, H29 1.088
26 O 13.91 16.27 14.33  C25 1.393, H30 0.968
27 H 15.74 15.37 13.75  C25 1.096
28 H 15.01 14.68 15.16  C25 1.077
29 H 14.32 14.54 13.49  C25 1.088
30 H 14.38 17.11 14.46  O26 0.968
31 C 22.33 13.90 28.84  O32 1.483, H40 1.108, H41 1.080, H42 1.076
32 O 22.28 13.54 27.40  C31 1.483, C33 1.402
33 C 22.71 12.24 27.11  O32 1.402, C34 1.525, H43 1.139, H44 1.104
34 C 22.56 12.03 25.60  C33 1.525, N35 1.429, H45 1.145, H46 1.123
35 N 23.00 13.17 24.86  C34 1.429, C36 1.496, H47 1.023
36 C 22.57 13.21 23.43  N35 1.496, C37 1.534, H48 1.124, H49 1.093
37 C 22.72 14.58 22.74  C36 1.534, O38 1.401, H50 1.068, H51 1.135
38 O 21.75 15.40 23.32  C37 1.401, C39 1.421
39 C 21.78 16.67 22.68  O38 1.421, H52 1.119, H53 1.089, H54 1.108
40 H 23.38 13.91 29.17  C31 1.108
41 H 21.68 13.25 29.41  C31 1.080
42 H 21.94 14.89 28.99  C31 1.076
43 H 22.11 11.43 27.63  C33 1.139
44 H 23.71 12.08 27.55  C33 1.104
45 H 21.45 11.79 25.41  C34 1.145
46 H 23.07 11.12 25.19  C34 1.123
47 H 22.73 14.02 25.36  N35 1.023
48 H 21.47 13.05 23.28  C36 1.124
49 H 23.21 12.43 23.02  C36 1.093
50 H 22.64 14.48 21.68  C37 1.068
51 H 23.75 14.99 22.97  C37 1.135
52 H 22.84 16.99 22.84  C39 1.119
53 H 21.32 17.36 23.38  C39 1.089
54 H 21.44 16.69 21.63  C39 1.108
55 C 14.70 20.36 26.86  O56 1.444, H64 1.082, H65 1.092, H66 1.082
56 O 15.76 20.75 25.96  C55 1.444, C57 1.467
57 C 16.20 22.14 26.09  O56 1.467, C58 1.526, H67 1.175, H68 1.048
58 C 17.36 22.20 25.10  C57 1.526, N59 1.435, H69 1.102, H70 1.084
59 N 18.42 21.40 25.64  C58 1.435, C60 1.454, H71 1.025
60 C 19.38 21.13 24.58  N59 1.454, C61 1.473, H72 1.124, H73 1.149
61 C 20.47 20.35 25.18  C60 1.473, O62 1.469, H74 1.078, H75 1.094
62 O 21.43 19.78 24.22  C61 1.469, C63 1.440
63 C 22.36 20.71 23.65  O62 1.440, H76 1.098, H77 1.056, H78 1.128
64 H 13.71 20.69 26.57  C55 1.082
65 H 14.93 20.78 27.85  C55 1.092
66 H 14.78 19.28 26.88  C55 1.082
67 H 16.48 22.27 27.23  C57 1.175
68 H 15.44 22.82 25.85  C57 1.048
69 H 17.76 23.22 24.93  C58 1.102
70 H 16.88 21.94 24.17  C58 1.084
71 H 18.01 20.47 25.80  N59 1.025
72 H 19.86 22.10 24.27  C60 1.124
73 H 18.91 20.57 23.69  C60 1.149
74 H 20.05 19.46 25.61  C61 1.078
75 H 20.95 20.96 25.95  C61 1.094
76 H 23.02 20.05 23.08  C63 1.098
77 H 22.92 21.17 24.42  C63 1.056
78 H 21.96 21.42 22.87  C63 1.128
79 C 17.87 17.46 25.84  O80 1.406, H88 1.125, H89 1.040, H90 1.151
80 O 17.63 16.28 25.12  C79 1.406, C81 1.413
81 C 18.83 15.63 24.77  O80 1.413, C82 1.556, H91 1.111, H92 1.033
82 C 18.60 14.16 24.34  C81 1.556, N83 1.393, H93 1.131, H94 1.036
83 N 17.64 13.94 23.35  C82 1.393, C84 1.456, H95 1.014
84 C 16.25 13.91 23.75  N83 1.456, C85 1.508, H96 1.098, H97 1.099
85 C 15.35 13.08 22.87  C84 1.508, O86 1.439, H98 1.136, H99 1.145
86 O 15.17 11.77 23.43  C85 1.439, C87 1.396
87 C 14.35 10.98 22.62  O86 1.396, H100 1.097, H101 1.087, H102 1.142
88 H 18.39 18.20 25.17  C79 1.125
89 H 18.57 17.22 26.57  C79 1.040
90 H 16.84 17.86 26.17  C79 1.151
91 H 19.61 15.63 25.57  C81 1.111
92 H 19.37 16.13 24.05  C81 1.033
93 H 18.29 13.63 25.29  C82 1.131
94 H 19.55 13.89 24.01  C82 1.036
95 H 17.87 13.11 22.80  N83 1.014
96 H 15.85 14.93 23.84  C84 1.098
97 H 16.09 13.45 24.74  C84 1.099
98 H 15.78 12.95 21.82  C85 1.136
99 H 14.32 13.57 22.73  C85 1.145
100 H 13.31 11.28 22.76  C87 1.097
101 H 14.46 9.97 23.02  C87 1.087
102 H 14.63 10.98 21.52  C87 1.142
103 C 16.68 22.04 20.34  O104 1.408, H112 1.111, H113 1.073, H114 1.124
104 O 16.75 20.64 20.16  C103 1.408, C105 1.414
105 C 16.66 19.89 21.35  O104 1.414, C106 1.552, H115 1.098, H116 1.128
106 C 16.99 18.43 20.95  C105 1.552, N107 1.429, H117 1.073, H118 1.080
107 N 18.25 18.35 20.29  C106 1.429, C108 1.460, H119 0.989
108 C 18.54 16.97 19.94  N107 1.460, C109 1.480, H120 1.125, H121 1.122
109 C 19.75 16.90 19.09  C108 1.480, O110 1.424, H122 1.072, H123 1.080
110 O 19.57 17.55 17.83  C109 1.424, C111 1.382
111 C 19.09 16.62 16.92  O110 1.382, H124 1.073, H125 1.090, H126 1.109
112 H 17.42 22.33 21.11  C103 1.111
113 H 15.65 22.25 20.55  C103 1.073
114 H 16.99 22.50 19.36  C103 1.124
115 H 15.62 19.84 21.70  C105 1.098
116 H 17.41 20.20 22.14  C105 1.128
117 H 16.19 18.05 20.34  C106 1.073
118 H 16.87 17.77 21.81  C106 1.080
119 H 18.14 18.89 19.47  N107 0.989
120 H 17.68 16.48 19.39  C108 1.125
121 H 18.65 16.38 20.89  C108 1.122
122 H 20.10 15.91 18.89  C109 1.072
123 H 20.58 17.44 19.51  C109 1.080
124 H 19.34 17.07 15.98  C111 1.073
125 H 18.04 16.36 17.01  C111 1.090
126 H 19.74 15.72 17.00  C111 1.109
127 C 24.22 18.70 16.50  O128 1.409, H136 1.119, H137 1.053, H138 1.140
128 O 24.05 17.60 15.64  C127 1.409, C129 1.434
129 C 22.73 17.06 15.72  O128 1.434, C130 1.553, H139 1.105, H140 1.040
130 C 22.38 16.12 14.54  C129 1.553, N131 1.468, H141 1.119, H142 1.088
131 N 23.29 14.97 14.55  C130 1.468, C132 1.467, H143 1.050
132 C 23.25 14.07 13.40  N131 1.467, C133 1.503, H144 1.086, H145 1.097
133 C 24.16 12.88 13.56  C132 1.503, O134 1.443, H146 1.101, H147 1.079
134 O 25.46 13.45 13.82  C133 1.443, C135 1.381
135 C 26.27 12.65 14.59  O134 1.381, H148 1.073, H149 1.047, H150 1.074
136 H 23.67 19.65 16.29  C127 1.119
137 H 25.25 18.96 16.50  C127 1.053
138 H 23.94 18.51 17.59  C127 1.140
139 H 22.00 17.88 15.70  C129 1.105
140 H 22.67 16.53 16.62  C129 1.040
141 H 22.47 16.77 13.63  C130 1.119
142 H 21.34 15.80 14.59  C130 1.088
143 H 24.29 15.23 14.72  N131 1.050
144 H 23.68 14.59 12.55  C132 1.086
145 H 22.20 13.80 13.23  C132 1.097
146 H 24.19 12.37 12.59  C133 1.101
147 H 23.84 12.36 14.46  C133 1.079
148 H 26.79 11.81 14.16  C135 1.073
149 H 25.66 12.31 15.37  C135 1.047
150 H 27.08 13.24 14.98  C135 1.074
151 C 16.39 27.48 17.59  O152 1.400, H160 1.107, H161 1.112, H162 1.065
152 O 15.59 26.34 17.74  C151 1.400, C153 1.495
153 C 15.48 25.81 16.35  O152 1.495, C154 1.483, H163 1.085, H164 1.099
154 C 14.67 24.57 16.42  C153 1.483, N155 1.467, H165 1.070, H166 1.131
155 N 15.25 23.51 17.25  C154 1.467, C156 1.460, H167 1.007
156 C 14.47 22.35 17.68  N155 1.460, C157 1.506, H168 1.057, H169 1.098
157 C 13.07 22.73 18.09  C156 1.506, O158 1.407, H170 1.101, H171 1.101
158 O 13.16 23.73 19.07  C157 1.407, C159 1.444
159 C 11.94 24.23 19.66  O158 1.444, H172 1.097, H173 1.061, H174 1.112
160 H 16.14 27.92 16.61  C151 1.107
161 H 17.44 27.10 17.54  C151 1.112
162 H 16.12 28.14 18.39  C151 1.065
163 H 16.46 25.64 15.91  C153 1.085
164 H 14.95 26.61 15.82  C153 1.099
165 H 14.57 24.32 15.38  C154 1.070
166 H 13.70 24.94 16.86  C154 1.131
167 H 15.52 23.98 18.09  N155 1.007
168 H 15.07 21.81 18.36  C156 1.057
169 H 14.35 21.56 16.92  C156 1.098
170 H 12.51 21.84 18.43  C157 1.101
171 H 12.57 23.11 17.19  C157 1.101
172 H 11.39 24.77 18.88  C159 1.097
173 H 12.12 24.80 20.53  C159 1.061
174 H 11.34 23.34 19.96  C159 1.112
175 C 19.71 21.55 10.32  O176 1.416, H184 1.090, H185 1.105, H186 1.088
176 O 19.00 20.85 11.33  C175 1.416, C177 1.343
177 C 18.24 19.88 10.78  O176 1.343, C178 1.557, H187 1.127, H188 1.117
178 C 17.92 18.75 11.81  C177 1.557, N179 1.519, H189 1.112, H190 1.079
179 N 16.91 19.14 12.87  C178 1.519, C180 1.475, H191 1.032
180 C 17.24 20.35 13.64  N179 1.475, C181 1.529, H192 1.132, H193 1.106
181 C 16.32 20.41 14.86  C180 1.529, O182 1.417, H194 1.131, H195 1.106
182 O 16.61 19.27 15.66  C181 1.417, C183 1.404
183 C 15.85 19.16 16.83  O182 1.404, H196 1.113, H197 1.127, H198 1.120
184 H 20.50 22.02 10.90  C175 1.090
185 H 19.17 22.31 9.72  C175 1.105
186 H 20.18 20.81 9.67  C175 1.088
187 H 18.73 19.40 9.89  C177 1.127
188 H 17.22 20.21 10.48  C177 1.117
189 H 18.84 18.39 12.31  C178 1.112
190 H 17.58 17.90 11.23  C178 1.079
191 H 16.90 18.38 13.57  N179 1.032
192 H 17.14 21.28 13.00  C180 1.132
193 H 18.33 20.38 13.86  C180 1.106
194 H 15.26 20.19 14.50  C181 1.131
195 H 16.28 21.33 15.47  C181 1.106
196 H 16.00 18.12 17.19  C183 1.113
197 H 14.75 19.32 16.63  C183 1.127
198 H 16.10 19.88 17.65  C183 1.120
199 C 11.78 26.83 25.89  O200 1.437, H208 1.092, H209 1.092, H210 1.125
200 O 12.26 27.27 24.61  C199 1.437, C201 1.420
201 C 11.41 26.99 23.52  O200 1.420, C202 1.521, H211 1.103, H212 1.122
202 C 12.15 27.21 22.21  C201 1.521, N203 1.442, H213 1.116, H214 1.098
203 N 13.17 26.20 22.09  C202 1.442, C204 1.501, H215 1.018
204 C 14.16 26.40 20.98  N203 1.501, C205 1.552, H216 1.113, H217 1.108
205 C 15.35 25.44 21.25  C204 1.552, O206 1.423, H218 1.086, H219 1.118
206 O 15.92 25.80 22.50  C205 1.423, C207 1.445
207 C 17.18 25.11 22.64  O206 1.445, H220 1.092, H221 1.113, H222 1.089
208 H 10.77 27.20 26.08  C199 1.092
209 H 12.42 27.20 26.69  C199 1.092
210 H 11.75 25.71 26.00  C199 1.125
211 H 10.47 27.57 23.51  C201 1.103
212 H 11.12 25.90 23.58  C201 1.122
213 H 12.56 28.25 22.15  C202 1.116
214 H 11.46 27.07 21.37  C202 1.098
215 H 13.73 26.26 22.94  N203 1.018
216 H 14.60 27.43 20.94  C204 1.113
217 H 13.82 26.09 19.97  C204 1.108
218 H 16.02 25.52 20.39  C205 1.086
219 H 14.82 24.46 21.33  C205 1.118
220 H 17.11 24.11 22.20  C207 1.092
221 H 17.47 25.03 23.71  C207 1.113
222 H 17.98 25.70 22.20  C207 1.089
223 C 18.09 26.47 12.30  O224 1.405, H232 1.101, H233 1.050, H234 1.128
224 O 18.02 25.65 13.44  C223 1.405, C225 1.380
225 C 18.19 24.29 13.25  O224 1.380, C226 1.543, H235 1.111, H236 1.127
226 C 18.13 23.60 14.63  C225 1.543, N227 1.465, H237 1.128, H238 1.090
227 N 19.05 24.28 15.54  C226 1.465, C228 1.470, H239 1.030
228 C 18.71 24.10 16.96  N227 1.470, C229 1.554, H240 1.080, H241 1.149
229 C 18.83 22.58 17.29  C228 1.554, O230 1.394, H242 1.079, H243 1.121
230 O 20.07 22.08 16.92  C229 1.394, C231 1.360
231 C 20.24 20.83 16.42  O230 1.360, H244 1.117, H245 1.118, H246 1.146
232 H 19.15 26.55 12.01  C223 1.101
233 H 17.72 27.41 12.58  C223 1.050
234 H 17.39 26.07 11.51  C223 1.128
235 H 19.22 24.16 12.87  C225 1.111
236 H 17.63 23.83 12.38  C225 1.127
237 H 18.43 22.55 14.34  C226 1.128
238 H 17.12 23.48 15.03  C226 1.090
239 H 19.15 25.28 15.30  N227 1.030
240 H 17.71 24.40 17.21  C228 1.080
241 H 19.49 24.76 17.49  C228 1.149
242 H 17.98 22.09 16.83  C229 1.079
243 H 18.67 22.45 18.39  C229 1.121
244 H 19.69 20.59 15.48  C231 1.117
245 H 19.95 20.02 17.14  C231 1.118
246 H 21.36 20.71 16.18  C231 1.146
247 C 10.16 17.53 18.60  O248 1.461, H256 1.116, H257 1.134, H258 1.086
248 O 10.55 18.22 19.84  C247 1.461, C249 1.472
249 C 10.24 17.38 21.01  O248 1.472, C250 1.495, H259 1.108, H260 1.122
250 C 11.28 16.32 21.18  C249 1.495, N251 1.478, H261 1.116, H262 1.109
251 N 11.10 15.40 22.32  C250 1.478, C252 1.427, H263 1.042
252 C 11.23 15.83 23.68  N251 1.427, C253 1.484, H264 1.114, H265 1.077
253 C 12.64 16.25 23.89  C252 1.484, O254 1.443, H266 1.115, H267 1.086
254 O 12.86 17.54 23.29  C253 1.443, C255 1.417
255 C 14.02 18.22 23.74  O254 1.417, H268 1.104, H269 1.087, H270 1.162
256 H 9.07 17.31 18.54  C247 1.116
257 H 10.65 16.51 18.49  C247 1.134
258 H 10.44 18.10 17.71  C247 1.086
259 H 9.23 16.96 20.83  C249 1.108
260 H 10.36 18.10 21.87  C249 1.122
261 H 12.23 16.89 21.34  C250 1.116
262 H 11.41 15.64 20.31  C250 1.109
263 H 10.12 15.07 22.18  N251 1.042
264 H 11.11 15.00 24.41  C252 1.114
265 H 10.48 16.55 23.96  C252 1.077
266 H 13.30 15.47 23.45  C253 1.115
267 H 12.89 16.24 24.95  C253 1.086
268 H 14.87 17.61 24.09  C255 1.104
269 H 13.82 18.78 24.64  C255 1.087
270 H 14.37 18.91 22.87  C255 1.162
271 C 14.36 15.64 19.12  O272 1.424, H280 1.094, H281 1.069, H282 1.106
272 O 15.51 15.01 18.57  C271 1.424, C273 1.401
273 C 16.08 13.98 19.32  O272 1.401, C274 1.542, H283 1.176, H284 1.155
274 C 17.34 13.44 18.61  C273 1.542, N275 1.481, H285 1.119, H286 1.087
275 N 18.05 12.54 19.55  C274 1.481, C276 1.462, H287 0.992
276 C 17.55 11.20 19.82  N275 1.462, C277 1.488, H288 1.124, H289 1.061
277 C 18.42 10.46 20.77  C276 1.488, O278 1.419, H290 1.074, H291 1.114
278 O 18.14 10.96 22.07  C277 1.419, C279 1.401
279 C 18.50 10.06 23.08  O278 1.401, H292 1.088, H293 1.110, H294 1.131
280 H 13.55 14.94 19.36  C271 1.094
281 H 14.00 16.28 18.35  C271 1.069
282 H 14.56 16.29 19.99  C271 1.106
283 H 15.33 13.09 19.46  C273 1.176
284 H 16.28 14.42 20.37  C273 1.155
285 H 18.07 14.26 18.41  C274 1.119
286 H 17.16 12.84 17.72  C274 1.087
287 H 18.27 13.05 20.37  N275 0.992
288 H 17.55 10.60 18.87  C276 1.124
289 H 16.54 11.11 20.15  C276 1.061
290 H 19.49 10.50 20.64  C277 1.074
291 H 18.14 9.39 20.75  C277 1.114
292 H 18.63 10.58 24.02  C279 1.088
293 H 19.41 9.49 22.79  C279 1.110
294 H 17.66 9.34 23.30  C279 1.131